# 1
A structure of composition C18H24FN5O2S at a distorted geometry. Source: the OMol25 dataset; level of theory: ωB97M-V with the def2-TZVPD basis set.

Summary:
LUMO = -0.4 eV
Kohn-Sham gap = 7.5 eV

Structure (XYZ):
```
51
Properties=species:S:1:pos:R:3:forces:R:3:nbo_charge:R:1
C 2.452618 -2.435109 -3.234017 -5.0 -3.3 4.3 -0.62
C 1.018866 -1.653593 -3.391919 2.5 -0.5 -1.6 -0.37
C 1.088561 -0.121349 -3.243995 2.7 -3.0 -1.3 -0.43
C 1.752259 0.276224 -1.986212 2.4 -4.0 -1.0 -0.23
N 0.902204 -0.224974 -1.017263 -0.6 -2.4 6.2 -0.48
C 1.468117 -1.155495 0.043003 0.8 2.0 -1.5 0.30
N 0.594502 -1.854980 0.642921 -11.1 -1.9 -1.9 -0.61
C 0.316425 -2.810784 1.687296 5.9 3.1 -0.5 0.10
C -0.661154 -3.791433 1.762102 3.2 4.2 -0.9 -0.24
C -0.631281 -4.604110 2.727892 1.5 -3.0 7.0 -0.20
C 0.273372 -4.581422 3.969053 -1.9 1.9 -6.9 0.36
C 1.237874 -3.737822 3.834057 0.2 5.4 -6.4 -0.25
C 1.362524 -2.758718 2.515638 0.9 -1.4 8.2 -0.17
H 2.130331 -1.900812 2.786730 -1.8 -2.1 -1.6 0.26
H 1.978018 -3.664027 4.481822 3.4 0.2 2.9 0.19
F 0.437167 -5.480998 4.825291 -1.3 -4.0 3.4 -0.29
H -1.294679 -5.352277 2.695694 -2.6 -2.9 0.1 0.21
H -1.231174 -3.737542 0.974133 -3.8 -0.8 -3.9 0.22
H -0.615495 -1.818173 0.124233 4.0 0.5 0.4 0.44
S 3.061142 -1.288380 0.483472 1.0 0.7 -0.8 -0.26
C -0.382133 0.395113 -0.735573 11.8 6.1 3.2 -0.11
C -0.240421 1.776672 -0.118321 -10.3 -0.5 -5.3 0.55
N 0.775544 2.457540 0.209643 -1.6 4.0 -0.2 -0.73
H 0.870316 3.293843 0.757778 -0.4 -0.1 0.0 0.44
H 1.289146 1.733146 0.331177 7.1 -5.0 1.7 0.41
N -1.569493 2.587094 -0.344688 4.0 -3.5 -0.6 -0.41
C -2.643044 1.924110 -0.901450 -5.5 5.0 4.9 0.75
O -3.868701 2.627476 -0.681580 5.9 -4.0 -2.5 -0.71
N -2.525674 0.593867 -1.017778 -9.9 2.0 -2.9 -0.56
C -1.474192 -0.148270 -1.061269 -5.6 -7.3 -0.7 0.54
O -1.765339 -1.395640 -1.177660 1.7 0.6 -0.2 -0.69
H -3.618034 0.093879 -1.370401 4.7 1.8 1.6 0.48
C -1.585012 3.960761 0.085896 4.7 -0.9 -3.6 -0.23
C -1.660609 4.048044 1.458591 -1.3 0.6 10.0 -0.46
C -1.682553 5.538559 1.891731 -1.0 3.4 2.4 -0.64
H -1.921303 5.785648 3.182432 0.8 -1.3 -4.0 0.23
H -2.709974 6.027588 1.376984 3.2 -0.8 1.1 0.23
H -0.595792 6.183763 1.747027 -3.3 -1.8 -0.1 0.22
H -2.646110 3.630095 1.937638 1.6 0.5 -1.3 0.25
H -0.842396 3.559828 2.280766 -1.6 0.7 -3.0 0.20
H -2.314577 4.464065 -0.467111 -1.1 0.9 -0.6 0.27
H -0.486452 4.427356 -0.134147 -2.5 -0.7 -0.5 0.17
H 1.924158 1.256001 -1.960937 0.6 4.4 0.4 0.17
H 2.878249 -0.218695 -1.854481 -3.1 1.0 -0.3 0.26
H 1.809924 -0.033647 -3.990922 1.1 1.6 -1.9 0.20
H 0.193483 0.307870 -3.529618 -1.9 1.3 -0.2 0.20
H 0.467709 -2.055321 -2.636264 -2.3 -1.3 1.7 0.20
H 0.641327 -1.925487 -4.433616 0.2 0.3 1.5 0.20
H 2.112695 -3.588583 -3.377674 1.0 2.6 0.0 0.20
H 2.915041 -2.472705 -2.152488 -0.8 0.7 -2.3 0.23
H 3.014019 -2.138198 -3.993617 3.2 1.1 -3.0 0.18
```
Positions in Å, forces in eV/Å.

=====

# 2
An isolated molecule of C18H24N2O4. Source: the OMol25 dataset; level of theory: ωB97M-V with the def2-TZVPD basis set.

Summary:
LUMO = 0.5 eV
Kohn-Sham gap = 9.9 eV
SMILES = O=C(NC[C@H]1CCCO1)c1cccc(C(=O)NC[C@@H]2CCCO2)c1

Structure (XYZ):
```
48
Properties=species:S:1:pos:R:3:forces:R:3:nbo_charge:R:1
O -0.982120 0.502612 -2.141941 0.2 0.2 0.0 -0.62
C -1.471627 -0.417184 -1.517457 -0.1 -0.2 0.0 0.67
N -2.804075 -0.539263 -1.295687 -0.3 -0.2 0.2 -0.62
C -3.722495 0.530369 -1.590380 -0.1 0.5 0.1 -0.25
C -4.296480 1.172748 -0.312471 -0.2 -0.1 -0.5 0.09
C -5.212784 0.222380 0.486452 0.2 0.2 0.1 -0.43
C -4.720684 0.376633 1.926265 0.2 0.1 -0.1 -0.43
C -3.258119 0.765961 1.712948 0.0 -0.2 0.3 -0.06
O -3.252405 1.579433 0.560380 0.1 0.1 -0.2 -0.52
C -0.636286 -1.514142 -0.939900 0.3 -0.2 0.0 -0.16
C -1.081031 -2.821641 -0.770047 0.0 0.2 0.0 -0.19
C -0.242191 -3.770137 -0.208931 0.0 -0.1 0.1 -0.21
C 1.039255 -3.426536 0.183061 0.1 0.1 0.0 -0.15
C 1.508455 -2.132820 -0.019467 -0.3 -0.1 0.1 -0.14
C 2.894140 -1.780596 0.422480 0.0 0.0 -0.2 0.66
O 3.386918 -2.226195 1.441676 0.0 -0.2 0.2 -0.62
N 3.543934 -0.944463 -0.414738 0.0 0.3 -0.3 -0.61
C 4.817336 -0.347746 -0.106251 0.2 0.4 0.0 -0.24
C 4.683690 1.179727 0.000689 0.3 -0.3 0.4 0.09
C 3.742167 1.632145 1.123852 0.1 0.0 -0.2 -0.43
C 3.078006 2.869575 0.525217 0.1 -0.1 -0.2 -0.43
C 3.010441 2.495775 -0.954162 -0.3 0.3 0.0 -0.06
O 4.152634 1.696480 -1.216514 0.1 -0.2 -0.1 -0.54
C 0.664080 -1.183538 -0.576784 0.0 -0.1 0.0 -0.11
H -3.124200 -1.265044 -0.674103 0.2 0.0 -0.1 0.39
H -3.148804 1.276622 -2.144561 -0.2 -0.1 0.0 0.25
H -4.546805 0.165393 -2.212652 0.0 0.1 0.0 0.19
H -4.835217 2.081336 -0.610942 0.0 -0.1 0.0 0.19
H -6.260638 0.491156 0.374058 0.0 -0.1 -0.1 0.23
H -5.089462 -0.807223 0.146714 -0.1 -0.1 0.0 0.19
H -4.830307 -0.530252 2.516353 0.0 0.0 0.1 0.22
H -5.249891 1.190326 2.421986 0.0 0.0 0.0 0.21
H -2.837460 1.351746 2.531483 0.0 -0.1 0.0 0.20
H -2.631589 -0.127288 1.562585 0.0 0.1 0.0 0.16
H -2.070137 -3.112906 -1.094706 -0.1 0.0 0.0 0.21
H -0.592071 -4.783183 -0.075813 0.0 -0.1 0.0 0.22
H 1.695034 -4.152397 0.639091 0.1 -0.1 0.1 0.23
H 3.086345 -0.592305 -1.241631 -0.1 -0.1 0.1 0.41
H 5.536576 -0.587191 -0.895356 0.0 0.0 0.1 0.20
H 5.158891 -0.766017 0.842643 0.0 0.0 -0.1 0.24
H 5.688872 1.604987 0.138162 -0.1 -0.1 0.0 0.18
H 4.281456 1.839446 2.044834 0.0 0.0 0.1 0.22
H 2.999566 0.857389 1.321229 0.0 0.0 0.0 0.21
H 2.095513 3.074065 0.943462 0.0 0.1 0.0 0.22
H 3.714458 3.744504 0.663118 0.0 0.0 0.0 0.20
H 3.044777 3.360103 -1.620917 -0.1 -0.1 0.0 0.19
H 2.095520 1.927043 -1.173200 0.1 0.1 0.0 0.16
H 0.978798 -0.159885 -0.720145 0.1 0.1 0.0 0.22
```
Positions in Å, forces in eV/Å.

=====

# 3
An isolated molecule of C18H24N4O3S at a distorted geometry. Source: the OMol25 dataset; level of theory: ωB97M-V with the def2-TZVPD basis set.

Summary:
LUMO = 0.6 eV
Kohn-Sham gap = 9.5 eV
SMILES = CN(CC(=O)N1CCC(Cc2ccccc2)CC1)S(=O)(=O)c1cnc[nH]1

Structure (XYZ):
```
50
Properties=species:S:1:pos:R:3:forces:R:3:nbo_charge:R:1
C -2.014041 -3.013588 -2.026240 -0.2 -0.2 -0.4 -0.43
N -1.325701 -2.103938 -1.138993 0.1 1.0 -0.3 -0.66
C -1.517201 -2.403258 0.267008 -0.1 0.1 0.3 -0.33
C -0.870722 -1.353660 1.171102 -0.1 -0.6 0.4 0.72
O -1.591351 -0.627985 1.856471 -0.1 0.2 0.2 -0.69
N 0.455736 -1.321318 1.265630 0.1 0.0 0.2 -0.41
C 1.377002 -2.011298 0.386884 0.3 -0.2 -0.3 -0.22
C 2.290152 -0.980568 -0.271521 0.1 -0.2 0.1 -0.43
C 3.210561 -0.315643 0.758662 0.1 0.0 0.0 -0.20
C 3.653116 1.089328 0.295544 0.0 -0.2 0.1 -0.43
C 2.522412 2.062396 0.109801 0.2 0.1 -0.1 0.07
C 2.093265 2.864806 1.160963 0.0 0.0 0.0 -0.26
C 1.019079 3.722111 1.004838 0.0 0.0 0.1 -0.21
C 0.358411 3.793763 -0.209446 -0.1 0.1 0.0 -0.22
C 0.796642 3.025345 -1.272841 0.0 0.1 0.0 -0.18
C 1.875800 2.174794 -1.115523 0.0 0.1 0.0 -0.25
C 2.523860 -0.311250 2.134128 -0.1 -0.1 -0.2 -0.41
C 1.012352 -0.206795 2.026261 -0.1 0.3 0.4 -0.23
S -1.544487 -0.484871 -1.561622 0.0 0.0 -0.3 2.33
O -0.664807 0.291039 -0.739919 -0.4 -0.1 0.1 -0.93
O -1.382556 -0.409261 -2.979894 -0.4 -0.2 -0.1 -0.93
C -3.210528 -0.096078 -1.138304 0.7 -0.1 -0.3 -0.30
C -4.359775 0.015135 -1.880914 0.3 -0.1 -0.1 -0.02
N -5.394211 0.323700 -1.067413 -0.5 0.1 -0.2 -0.46
C -4.892044 0.398698 0.140508 0.2 0.0 0.1 0.19
N -3.568535 0.152555 0.157053 -0.1 0.2 0.2 -0.51
H -3.086998 -3.071990 -1.806366 0.0 0.0 0.0 0.19
H -1.576197 -4.007826 -1.936256 0.0 0.0 0.0 0.21
H -1.872250 -2.641432 -3.037103 -0.1 -0.3 -0.1 0.25
H -2.588289 -2.437515 0.522897 0.2 0.0 0.0 0.21
H -1.090400 -3.390477 0.474733 0.0 0.1 -0.1 0.23
H 0.822596 -2.540149 -0.385186 0.1 0.0 0.1 0.23
H 1.960525 -2.734059 0.970874 0.0 0.0 -0.1 0.19
H 2.877565 -1.456533 -1.057542 0.0 0.0 -0.1 0.22
H 1.638629 -0.235811 -0.728888 0.1 -0.1 -0.1 0.24
H 4.127184 -0.911194 0.849767 -0.1 0.0 0.0 0.20
H 4.357678 1.484835 1.031286 0.1 0.0 -0.1 0.21
H 4.185660 0.973611 -0.651390 0.1 0.0 0.0 0.21
H 2.603419 2.820158 2.113318 0.1 0.0 0.1 0.21
H 0.695036 4.332767 1.835450 0.0 0.0 0.1 0.21
H -0.488482 4.453597 -0.327528 -0.1 0.1 0.0 0.21
H 0.295494 3.081340 -2.227285 -0.1 0.0 -0.1 0.22
H 2.219478 1.595009 -1.960142 0.0 -0.1 -0.1 0.21
H 2.776207 -1.228449 2.671282 0.0 0.0 0.1 0.21
H 2.887251 0.522959 2.733621 0.0 0.0 0.1 0.22
H 0.718411 0.722987 1.529395 0.0 -0.1 0.1 0.23
H 0.551859 -0.217712 3.018494 0.1 0.1 -0.1 0.22
H -4.482489 -0.102503 -2.937634 0.1 0.0 -0.3 0.22
H -5.460539 0.626976 1.019325 0.0 0.0 0.3 0.20
H -2.923775 0.087253 0.952657 0.0 -0.1 0.1 0.47
```
Positions in Å, forces in eV/Å.

=====

Highest occupied orbital energy (computed, eV): -7.887; -9.383; -8.889